59
Properties=species:S:1:pos:R:3:nbo_charge:R:1 method="wB97M-V/def2-TZVPD" charge=+2 spin_multiplicity=2 e_lumo_ha="-0.2654 / -0.2333" s_squared=0.926 e_tot_ha=-4359.98942 homo_ev="-14.210 / -14.174" gap_ev="6.989 / 7.824"
C -2.67873 3.03279 -1.02113 -0.23
H 1.27745 -4.94124 2.81662 0.24
H 4.14321 -1.89789 -2.04308 0.25
H -2.31665 3.21382 -3.13330 0.24
S 0.03392 -3.18340 0.59327 -0.08
C 3.40019 0.04860 -2.54828 -0.10
H -1.69570 2.49251 2.91499 0.25
H -0.96142 2.48383 -2.27268 0.18
H -1.69491 -3.24169 -3.16849 0.22
H -3.47905 3.76749 -1.05870 0.23
N 2.41217 -4.26144 1.18416 -0.31
H 4.14004 0.22784 -3.31696 0.26
H -0.16212 3.14064 2.33716 0.26
H 1.08473 -5.88560 1.32501 0.24
C -2.91911 -2.23301 2.14807 -0.53
C 2.43770 0.99464 -2.24329 -0.22
H 0.69708 1.36933 -1.06041 0.23
S -1.89579 -0.99782 2.33832 0.32
C 3.40593 -1.13489 -1.83882 -0.24
C -0.91739 -1.39936 -1.23993 0.80
C -1.03614 5.43205 0.68373 -0.62
H -1.50248 1.08032 -0.76001 0.36
H -1.27541 -1.95310 -4.33617 0.23
N 0.26147 -0.71622 4.68005 -0.27
C 1.73170 -3.29659 0.56085 0.31
H -1.17934 6.35591 1.24513 0.24
N -2.05190 3.16312 0.29731 -0.38
C -2.17919 4.47036 0.97809 -0.21
H -3.12204 4.90141 0.64908 0.22
C -1.62595 -2.17174 -3.33664 -0.26
H 2.40567 1.95624 -2.73529 0.25
S -4.20810 -2.94797 2.99844 0.39
C 0.69128 -0.60527 3.61196 0.00
Mn -0.36678 -0.85170 0.46880 0.50
C -1.74195 3.24634 -2.20715 -0.62
H -1.25485 4.21905 -2.15105 0.23
C 1.79223 -5.34809 1.94941 -0.41
C 3.93266 -2.95293 0.29681 -0.06
H 2.57567 -6.02573 2.27306 0.24
C 1.48539 0.67761 -1.30219 0.06
S 1.33108 -0.43300 2.06313 0.02
N 1.45540 -0.48549 -0.62528 -0.44
O -0.58085 -1.64282 -2.43386 -0.45
H 4.50982 -4.70623 1.48036 0.26
S -3.35328 -3.54471 1.13762 0.30
H -3.16896 2.05755 -1.07786 0.20
O -1.97018 -1.39982 -0.62084 -0.51
H -0.35047 1.40906 2.55898 0.24
C -1.35050 2.15827 0.83312 0.57
C 3.77560 -4.05806 1.03231 -0.02
N -1.10614 1.04139 0.17047 -0.86
H -0.07189 5.00946 0.97353 0.21
C 2.45472 -1.34784 -0.85511 0.40
H 4.82970 -2.43078 0.01676 0.26
H -0.99394 5.69065 -0.37460 0.21
C -0.85889 2.30774 2.24097 -0.68
H -2.56788 -1.67612 -3.12597 0.21
N 2.64778 -2.48437 -0.01696 -0.37
H -2.27464 4.30692 2.04647 0.22



70
Properties=species:S:1:pos:R:3:nbo_charge:R:1 method="wB97M-V/def2-TZVPD" charge=0 e_lumo_ha=-0.0392 e_tot_ha=-2461.87839 homo_ev=-8.770 gap_ev=7.704
C -1.64903 3.01096 -9.14289 0.98
H -0.05332 -4.38470 4.88542 0.20
C 2.16295 1.50303 -5.80141 -0.07
H 1.24343 -2.21725 6.01092 0.14
S 2.32550 -1.45714 6.41895 -0.06
H 1.34432 0.79555 -5.95073 0.18
H -2.33614 1.40261 1.47832 0.23
H 0.62267 0.27651 6.15717 0.23
O 3.02370 -0.39883 3.47167 -0.70
C 2.88612 -0.04424 -1.46916 -0.26
H -3.25002 -6.97973 9.42230 0.21
C 1.64986 2.89966 -5.50856 -0.64
C -2.10984 5.09700 -10.09821 -0.07
H -0.61161 4.30212 -11.44433 0.23
O -2.25336 1.89074 -8.73081 -0.49
S 2.09764 0.38427 2.32402 1.69
O -2.58833 3.84754 -9.58385 -0.49
O -0.73377 -4.75721 6.77185 -0.49
H -1.21600 5.90304 -11.88823 0.22
H -0.80554 0.48570 -9.19438 0.19
O -0.46287 3.21592 -9.13513 -0.65
N 0.44375 -0.23402 0.61193 -0.32
H 2.11005 -0.80690 -1.53174 0.19
H 1.03501 2.91442 -4.60799 0.23
H -1.68273 -1.43107 2.67218 0.23
H 4.01107 1.36711 3.85763 0.20
O -1.44577 -5.12393 8.77870 -0.49
H -2.77634 -3.98058 9.90087 0.19
O 3.04384 1.01793 1.37052 -0.90
H 2.93041 2.03836 5.89332 0.22
H -1.24487 -3.21275 5.46787 0.19
H 1.61956 1.73358 4.72237 0.22
H 2.48378 3.58340 -5.33761 0.21
H 3.71651 -0.44070 -0.88912 0.20
C -1.62971 -1.29574 1.55798 -0.72
O 1.25566 0.66656 -3.42421 -0.65
C 3.51531 0.54171 4.43960 -0.10
C -1.25321 1.32774 1.74356 -0.71
C -0.72441 -0.04693 1.24541 0.48
H -1.40782 5.55280 -9.39730 0.19
O 1.27208 -0.88387 1.56013 -0.58
H -1.18376 1.35769 2.86164 0.26
H 1.84700 0.68309 7.41875 0.23
H -2.20984 4.45333 -12.15345 0.21
H 2.50853 0.84526 -0.97192 0.21
H 1.04744 3.27141 -6.33958 0.22
C -1.34876 0.86359 -8.32794 -0.26
H -2.97682 5.75500 -10.16152 0.19
C 2.44032 0.66253 -3.63455 0.98
O 3.03916 1.04296 -4.76667 -0.50
H 4.29777 0.12561 5.10776 0.22
C -0.97505 -4.26932 5.45371 -0.26
H -0.68741 2.18983 1.32969 0.25
H -2.62820 -1.13376 1.09840 0.24
C 2.41460 1.22448 5.32184 -0.45
O -2.75575 -3.94059 7.36473 -0.65
H 2.74826 1.51920 -6.72126 0.19
H -4.31796 -5.92148 10.37048 0.22
C -1.74614 -4.54201 7.61878 0.98
C -2.44490 -5.01595 9.80114 -0.07
O 3.38582 0.29362 -2.76977 -0.50
C -1.49994 4.93347 -11.47690 -0.64
C -3.60727 -5.95516 9.54370 -0.64
H -0.65608 1.22413 -7.56776 0.19
H -1.17578 -2.22434 1.15414 0.24
H -1.75713 -4.85840 4.97448 0.19
H -1.95746 -5.29100 10.73666 0.19
H -1.93547 0.05103 -7.90391 0.20
H -4.13532 -5.68959 8.62747 0.23
C 1.71160 0.28271 6.38482 -0.53



43
Properties=species:S:1:pos:R:3:lowdin_charge:R:1 method="wB97M-V/def2-TZVPD" charge=-2 e_lumo_ha=0.1681 e_tot_ha=-4593.62212 homo_ev=-1.341 gap_ev=5.916
C -4.37352 2.45015 0.08803 -0.18
H 4.08253 1.34488 0.28103 -0.04
H -0.91377 0.52694 -1.58867 0.07
S 3.19512 5.03502 0.35409 -0.15
H 2.79063 -0.63544 -2.57653 0.10
H 3.61022 -2.92814 -2.06657 0.09
C 0.40306 -3.16449 -0.97475 -0.17
H -2.44864 0.27947 -0.96275 0.08
N -1.66796 -0.13411 -1.44914 0.15
S 3.60161 4.28272 2.20897 -0.17
Cl 5.33729 -0.53878 -0.35780 0.54
C 4.24450 0.37605 0.73839 -0.98
H -2.50593 -4.22138 0.40231 0.09
C -1.30383 -1.38823 -1.04192 -0.25
H 2.05510 -4.55686 -1.01665 0.11
O 2.96019 -1.59197 1.12349 0.01
Cl 5.05338 0.67699 2.30487 0.56
Cl -0.84333 1.04963 2.48906 0.69
N -0.69368 2.59661 -0.23829 -0.14
H -5.21534 2.77609 -0.51378 0.08
S 2.83684 3.34062 -0.78355 -0.01
C 2.11495 -1.36708 -2.13950 -0.15
C -2.19334 1.64152 1.53996 -0.58
N 0.90038 -0.96020 -1.87913 0.14
C 1.72862 -3.55557 -1.27760 -0.03
O 1.89319 0.37565 1.15707 -0.18
Cl -2.94677 3.56637 -1.90061 0.59
C -0.53084 -4.03435 -0.35540 -0.08
H -0.22860 -5.04098 -0.09063 0.09
C -4.58679 1.77266 1.29230 -0.17
C -3.10218 2.71786 -0.37053 -0.63
C -1.86344 2.34545 0.30722 -0.58
C 2.92650 -0.37677 1.02097 -0.76
H -3.18452 -1.91608 -0.19819 0.10
H -5.58599 1.56440 1.65491 0.07
H -3.56892 0.83813 2.94517 0.09
In 1.06171 2.31346 0.72246 0.21
C -3.46199 1.37515 2.00824 -0.18
C -2.18239 -2.26149 -0.42866 -0.04
C 2.58007 -2.67084 -1.85812 -0.08
C 0.03565 -1.84531 -1.30557 -0.15
S 1.77854 3.51389 2.82345 -0.04
C -1.78830 -3.57165 -0.08765 -0.11



39
Properties=species:S:1:pos:R:3:nbo_charge:R:1 method="wB97M-V/def2-TZVPD" charge=0 e_lumo_ha=-0.2511 e_tot_ha=-3104.09775 homo_ev=-9.406 gap_ev=2.572
H -3.79744 -2.29106 1.55000 0.47
O -4.67765 -2.49805 1.23599 -0.94
H -0.84592 -3.68010 5.37476 0.47
H 1.17513 2.42165 -5.22485 0.46
O 5.94761 0.89400 -0.88977 -0.96
O 1.04570 -0.61151 -0.32901 -0.41
O 5.79928 -3.80858 4.07380 -0.34
O -3.64032 3.54130 0.12428 -0.94
H -3.26289 0.87387 -4.37283 0.47
O 0.51475 2.79528 -4.64131 -0.93
H 0.50931 3.60504 2.07028 0.47
H 0.41030 5.06932 2.44171 0.47
O 0.02211 4.40487 1.87246 -0.94
O -0.77610 -0.66135 0.93334 -0.43
H 0.21415 2.05517 -4.11395 0.47
H -0.90249 -2.36990 4.61840 0.47
H 3.28963 -1.68883 -4.67725 0.48
H -3.24073 2.19835 4.07881 0.47
O -3.61314 -3.24070 -3.01756 -0.93
H 4.58932 -0.91304 -4.64811 0.48
H -4.06328 -2.53360 -2.55538 0.47
O -3.74163 0.99280 -5.19313 -0.93
H -3.65572 2.59171 0.00486 0.46
O 4.99867 -2.68379 2.48606 -0.33
H -2.75691 -3.29769 -2.59347 0.47
H -2.73086 3.74050 0.34664 0.48
N 5.12301 -2.91186 3.66215 0.71
Zn 4.30794 -2.07622 -1.01570 0.76
O -3.09951 2.84403 4.77118 -0.93
O -0.79574 -0.06204 -1.13521 -0.37
H -4.90333 -1.76993 0.65707 0.46
O 4.45730 -2.15708 4.37414 -0.30
H -2.50661 2.41132 5.38556 0.47
N -0.17158 -0.38225 -0.15215 0.70
H 6.83997 1.15071 -0.65735 0.48
H -4.48638 0.39534 -5.12516 0.47
H 5.51719 1.71410 -1.13141 0.48
O 3.93449 -1.31457 -4.07698 -0.96
O -1.02780 -2.74731 5.48908 -0.94